{"formula": "C42H55ClN3O4PV", "method": "the ωB97M-V functional and the def2-TZVPD basis", "species": ["V", "C", "C", "C", "C", "C", "C", "C", "C", "N", "C", "C", "C", "C", "N", "C", "C", "C", "C", "C", "C", "C", "C", "H", "H", "H", "H", "H", "H", "H", "H", "H", "H", "H", "H", "H", "H", "H", "H", "H", "H", "H", "H", "H", "H", "H", "H", "C", "C", "C", "P", "C", "C", "C", "C", "C", "C", "C", "C", "C", "C", "N", "C", "C", "C", "C", "C", "C", "C", "C", "C", "H", "H", "H", "H", "H", "H", "H", "H", "H", "H", "H", "H", "H", "H", "H", "H", "H", "H", "H", "H", "H", "H", "H", "H", "H", "H", "H", "H", "H", "H", "H", "O", "Cl", "O", "O", "O"], "xyz": [[-0.67146, 0.63361, 0.80903], [1.26313, 0.09683, 4.47328], [-0.17975, -0.31407, 4.57990], [-0.86652, -0.16338, 5.77712], [-2.17830, -0.59641, 5.90561], [-2.82193, -1.18242, 4.83137], [-2.17547, -1.33706, 3.60859], [-2.90813, -1.91386, 2.43072], [-0.86181, -0.89861, 3.51195], [-0.15387, -1.03765, 2.24889], [0.66454, -2.02018, 2.16171], [0.85495, -3.08288, 3.20295], [1.61195, -2.12395, 0.99605], [2.21195, -3.46239, 0.69097], [1.90094, -1.04107, 0.40874], [3.02413, -1.06417, -0.48542], [4.27605, -0.80043, 0.07341], [4.49601, -0.71007, 1.56174], [5.36127, -0.67974, -0.79007], [5.21312, -0.84362, -2.15616], [3.97327, -1.17948, -2.67742], [2.86244, -1.30864, -1.85291], [1.55088, -1.78606, -2.40025], [1.48687, 0.88724, 5.18800], [1.51807, 0.46172, 3.47700], [1.92996, -0.74178, 4.69913], [-0.36184, 0.29507, 6.61883], [-2.69636, -0.47549, 6.84768], [-3.84576, -1.52129, 4.93136], [-3.64137, -2.65247, 2.75303], [-2.23834, -2.39412, 1.71765], [-3.45182, -1.12999, 1.89059], [0.22580, -2.93848, 4.07159], [1.90188, -3.10892, 3.51354], [0.63624, -4.05803, 2.76116], [1.41426, -4.19755, 0.56385], [2.84962, -3.81409, 1.50398], [2.80612, -3.41997, -0.21848], [3.60028, -0.42724, 2.11262], [5.27645, 0.01449, 1.79411], [4.82732, -1.67743, 1.95014], [6.33621, -0.45368, -0.37443], [6.06771, -0.73440, -2.81082], [3.85837, -1.35286, -3.74094], [1.46741, -1.58345, -3.46750], [0.71051, -1.31792, -1.89798], [1.44952, -2.86759, -2.25710], [0.63027, 4.67520, -2.09869], [-0.07498, 4.01991, -0.91062], [-1.58251, 4.14511, -1.05178], [0.56725, 2.31635, -0.60935], [2.33381, 2.74917, -0.21706], [3.38882, 2.44304, -1.27429], [2.70830, 2.18900, 1.15349], [0.30796, 1.39944, -2.16063], [0.93203, 1.63725, -3.38550], [0.53130, 1.00665, -4.55633], [1.22219, 1.28299, -5.86323], [-0.55324, 0.13509, -4.48721], [-1.18418, -0.14037, -3.28764], [-0.73997, 0.46127, -2.11134], [-1.29930, 0.10569, -0.85782], [-2.55423, -0.61044, -0.86057], [-3.75633, 0.08152, -1.09676], [-3.77711, 1.51873, -1.52564], [-4.95075, -0.61828, -1.01202], [-4.99412, -1.98290, -0.74348], [-6.30793, -2.70140, -0.62033], [-3.79246, -2.65539, -0.59907], [-2.56812, -1.99622, -0.66478], [-1.31228, -2.81668, -0.61394], [0.32012, 5.71950, -2.15898], [0.34878, 4.19603, -3.03546], [1.71833, 4.66054, -2.01082], [0.25243, 4.53776, 0.00262], [-1.94002, 3.57690, -1.91560], [-1.82909, 5.19261, -1.23334], [-2.11976, 3.81473, -0.16582], [2.29117, 3.83809, -0.11266], [3.40906, 1.39372, -1.54251], [4.37143, 2.70233, -0.87349], [3.24842, 3.02379, -2.18330], [2.94511, 1.13099, 1.08395], [1.90684, 2.31691, 1.88437], [3.58615, 2.71536, 1.53352], [1.75043, 2.33953, -3.43884], [2.15785, 1.81936, -5.70847], [0.59540, 1.88771, -6.52112], [1.44903, 0.35615, -6.39185], [-0.90462, -0.35095, -5.39051], [-2.00874, -0.84067, -3.25495], [-3.09755, 2.13571, -0.95119], [-4.77908, 1.93313, -1.42402], [-3.48680, 1.59991, -2.57735], [-5.87941, -0.08273, -1.17621], [-7.03241, -2.32488, -1.34210], [-6.73382, -2.55797, 0.37488], [-6.18996, -3.77243, -0.78001], [-3.79791, -3.72768, -0.43327], [-1.49142, -3.76027, -0.09545], [-0.49471, -2.29258, -0.12905], [-0.97888, -3.05773, -1.62614], [-2.71516, 1.42702, 3.33772], [-1.90674, 2.28756, 2.56666], [-2.05793, 3.64450, 2.88421], [-2.17872, 2.02490, 1.10664], [-0.47672, 1.87237, 2.61575]], "atomic_forces_ev_per_a": [[0.646, -0.039, -0.101], [0.049, 0.038, -0.049], [-0.006, -0.055, 0.098], [-0.013, 0.017, -0.020], [0.013, -0.005, -0.004], [0.042, -0.060, 0.015], [-0.116, -0.071, 0.067], [0.071, 0.017, 0.061], [0.084, -0.125, -0.099], [0.024, -0.029, 0.083], [-0.018, 0.058, 0.041], [-0.078, 0.034, -0.053], [-0.163, -0.053, 0.098], [0.002, -0.133, 0.004], [0.033, 0.051, -0.212], [-0.138, 0.180, -0.084], [0.127, 0.051, -0.080], [0.052, -0.055, 0.059], [0.019, 0.019, 0.043], [0.015, -0.021, -0.013], [0.006, 0.027, 0.010], [0.003, 0.049, 0.065], [0.045, -0.058, 0.040], [-0.005, -0.007, 0.004], [-0.026, 0.009, 0.042], [-0.022, 0.006, -0.009], [-0.001, -0.003, -0.004], [-0.001, 0.004, -0.006], [0.001, 0.001, -0.010], [-0.023, 0.013, 0.017], [-0.072, 0.019, 0.209], [0.029, -0.029, 0.020], [-0.066, 0.034, 0.048], [-0.015, 0.020, -0.001], [-0.004, 0.028, 0.017], [0.020, -0.017, 0.000], [-0.006, 0.022, -0.015], [-0.024, -0.019, 0.047], [0.034, -0.026, -0.009], [0.001, -0.019, -0.011], [0.004, 0.002, 0.001], [-0.002, -0.010, -0.008], [-0.010, -0.004, 0.002], [0.002, -0.001, 0.006], [0.033, -0.002, 0.045], [0.096, -0.070, 0.012], [0.030, 0.017, -0.025], [0.032, 0.078, 0.021], [0.033, 0.166, 0.162], [-0.069, 0.058, -0.164], [0.103, -0.360, -0.048], [-0.014, 0.108, 0.020], [0.069, 0.040, 0.090], [0.066, 0.000, 0.028], [-0.132, 0.007, -0.114], [0.000, -0.011, 0.056], [0.004, 0.002, -0.001], [0.027, 0.002, -0.006], [-0.061, 0.007, 0.012], [0.069, 0.096, -0.078], [-0.138, 0.075, 0.147], [-0.056, 0.009, -0.265], [0.095, 0.063, -0.074], [-0.012, -0.084, -0.013], [-0.015, 0.004, 0.019], [-0.002, 0.024, 0.034], [-0.035, -0.010, 0.018], [-0.010, -0.019, -0.016], [0.057, 0.026, -0.072], [-0.137, 0.050, -0.191], [0.038, -0.051, -0.028], [0.016, 0.003, 0.002], [-0.037, -0.012, -0.020], [-0.066, 0.003, -0.036], [-0.166, -0.020, -0.036], [0.076, 0.066, 0.045], [-0.026, 0.003, 0.017], [0.087, 0.109, -0.116], [-0.080, -0.056, 0.009], [-0.005, -0.231, -0.058], [-0.006, -0.018, 0.002], [-0.012, 0.053, -0.009], [-0.101, 0.107, -0.007], [0.013, 0.051, -0.017], [0.048, -0.056, -0.011], [0.028, 0.029, -0.002], [-0.009, 0.002, 0.000], [-0.008, -0.005, 0.007], [-0.010, 0.005, 0.001], [0.010, 0.004, 0.001], [0.000, -0.011, 0.014], [-0.047, -0.111, 0.013], [-0.004, -0.012, -0.010], [0.000, -0.003, 0.012], [0.008, 0.005, 0.000], [0.003, 0.004, 0.004], [0.007, 0.009, 0.002], [0.000, 0.005, 0.004], [-0.006, 0.005, -0.003], [0.006, 0.011, 0.001], [-0.035, 0.017, -0.043], [-0.006, -0.012, 0.001], [-0.069, 0.258, 0.113], [0.326, -0.281, -0.217], [0.046, 0.234, -0.172], [-0.337, -0.285, 0.477], [-0.234, 0.048, 0.155]], "total_charge": 1, "total_energy_ev": -104596.233, "max_force_ev_per_a": 0.66, "lumo_energy_ev": [-3.52, -3.22], "gap_ev": [7.15, 7.51], "e_homo_ev": [-10.6769, -10.7374], "multiplicity": 3}